Molecular formula: C3H3LiO4Tl
Method: DFT, ωB97M-V with the def2-TZVPD basis set

Last column: Mulliken spin population.
Atoms and positions in Å:
C (-0.1348, 0.1451, -0.4882)  0.777
O (-0.8103, 1.1791, -0.8068)  0.138
O (-0.9075, -0.7547, 0.2669)  -0.012
C (-1.0023, -2.0951, -0.1860)  0.041
H (-0.0845, -2.5941, 0.1488)  0.001
H (-1.9009, -2.5747, 0.2312)  -0.001
H (-1.0888, -2.1126, -1.2796)  -0.011
Tl (-2.5298, 1.0766, 0.6272)  0.078
C (1.3946, 0.1097, -0.2061)  -0.029
O (2.1812, -0.4649, -1.0368)  0.008
O (1.8412, 0.5665, 0.9077)  0.005
Li (3.5584, -0.0793, 0.2788)  0.005

Cartesian forces, eV/Å:
C 1.543 -1.399 -1.178
O 0.062 1.453 0.012
O -0.282 -0.184 0.916
C 0.387 -0.161 -0.194
H -0.344 -0.367 -0.282
H 0.392 0.275 0.149
H 0.190 -0.045 0.172
Tl -0.623 0.341 0.202
C 0.170 -0.384 0.545
O -0.557 0.652 0.778
O -0.170 -0.278 -0.931
Li -0.767 0.097 -0.188

As for the energy relative to the best compared isomer or geometry (same formula, charge and spin): 0.0 kJ/mol. Its spin multiplicity is 2. As for the expectation value of S²: 0.7534. As for the orbital gap (alpha / beta): 4.8 / 8.5 eV.